The following is a quantum chemistry calculation of a molecular structure, C44H38N7O2PTl at a distorted geometry, from the Open Molecules 2025 dataset.

Calculated values
calculated total energy: -74725.765 eV
charge: +3
LUMO: -9.5 eV
HOMO-LUMO gap: 0.2194 Ha

CARTESIAN COORDINATES (ANGSTROEM)
Tl (0.1839, 0.3937, -0.4388)
C (-2.7700, -1.7762, 2.4999)
C (-2.1252, -2.9691, 2.7931)
C (-1.0111, -3.3361, 2.0520)
C (-0.5906, -2.5142, 1.0148)
N (-1.1703, -1.3205, 0.8006)
C (-2.2308, -0.9659, 1.5170)
C (-0.0923, -2.6499, -1.4355)
C (0.6495, -3.9215, -1.8889)
C (1.8084, -3.6486, -2.7667)
C (1.9801, -2.4465, -3.3444)
C (1.1750, -1.3195, -2.9302)
N (0.2461, -1.4095, -2.0463)
C (1.4650, 0.0289, -3.4574)
C (1.8795, 0.2281, -4.7710)
C (2.1570, 1.5206, -5.1959)
C (2.0226, 2.5660, -4.2954)
C (1.5839, 2.2846, -3.0084)
N (1.3061, 1.0530, -2.6114)
H (-3.6591, -1.4723, 3.0297)
H (-2.4889, -3.6102, 3.5817)
H (-0.5003, -4.2651, 2.2517)
H (-2.6638, -0.0056, 1.2702)
H (0.0155, -4.6316, -2.4333)
H (2.4413, -4.4879, -3.0240)
H (2.7741, -2.2736, -4.0514)
H (1.9515, -0.6030, -5.4553)
H (2.4785, 1.7005, -6.2109)
H (2.2602, 3.5800, -4.5763)
H (1.4639, 3.0700, -2.2764)
N (1.6095, -1.4994, 2.1631)
P (1.9407, -1.6913, 0.4981)
C (3.5306, -2.5870, 0.6081)
C (4.2456, -2.6237, 1.8079)
C (5.4791, -3.2491, 1.8511)
C (6.0307, -3.8100, 0.7097)
C (5.3471, -3.7289, -0.4940)
C (4.1157, -3.1015, -0.5493)
C (0.4763, -2.8509, 0.0155)
C (0.8036, -4.3194, -0.3946)
C (-0.2755, -5.2854, -0.0157)
C (-1.5693, -5.1122, -0.3138)
C (-2.1743, -3.9803, -0.9874)
C (-1.5763, -2.8822, -1.4606)
C (0.9306, -0.4298, 2.6816)
C (0.1648, -0.5778, 3.8858)
C (-0.8449, 0.2934, 4.1057)
C (-0.9547, 1.5411, 3.3812)
C (0.0983, 1.7547, 2.2844)
N (0.8705, 0.6430, 1.9521)
H (1.6579, -2.3241, 2.7575)
H (3.8629, -2.1669, 2.7072)
H (6.0169, -3.2892, 2.7857)
H (6.9970, -4.2877, 0.7526)
H (5.7795, -4.1387, -1.3935)
H (3.6050, -3.0128, -1.4950)
H (1.7936, -4.6682, -0.0995)
H (0.0396, -6.1828, 0.4936)
H (-2.2665, -5.8818, -0.0197)
H (-3.2457, -4.0449, -1.1008)
H (-2.1576, -2.1091, -1.9393)
H (0.2796, -1.4729, 4.4748)
H (-1.5954, 0.0746, 4.8518)
H (-1.9381, 1.9799, 3.3054)
H (0.7022, 3.1389, 0.9465)
O (-1.5551, 6.7251, 1.9588)
C (-1.3649, 6.0491, 3.1789)
C (-1.0231, 4.6101, 2.8723)
C (-0.1072, 3.9541, 3.6122)
C (0.2222, 2.5277, 3.5684)
N (-0.0912, 2.5050, 1.0553)
C (-1.3151, 3.2048, 0.8402)
C (-1.7585, 4.1171, 1.7245)
C (-1.9781, 2.9134, -0.4397)
C (-2.7630, 3.8843, -1.0570)
C (-3.3526, 3.6246, -2.2880)
C (-4.1320, 4.6993, -2.9769)
O (-3.8253, 5.9356, -2.4000)
C (-3.1705, 2.3562, -2.8467)
C (-2.3603, 1.4522, -2.1954)
N (-1.7624, 1.7331, -1.0370)
H (-1.7225, 7.6593, 2.1279)
H (-2.2928, 6.0569, 3.7753)
H (-0.5753, 6.5099, 3.7816)
H (0.3870, 4.5004, 4.4029)
H (0.9866, 2.2110, 4.2624)
H (-2.6858, 4.6352, 1.5282)
H (-2.8658, 4.8698, -0.6334)
H (-5.2032, 4.4603, -2.8655)
H (-3.9064, 4.6761, -4.0530)
H (-4.3301, 6.6349, -2.8337)
H (-3.6112, 2.1003, -3.7972)
H (-2.1577, 0.4753, -2.6144)

=====

The following is a quantum chemistry calculation of a molecular structure, C44H39N7O2P2STi at a distorted geometry, from the Open Molecules 2025 dataset.

Calculated values
calculated total energy: -113304.122 eV
charge: +2
LUMO (spin up / spin down): -5.6 / -5.9 eV
HOMO-LUMO gap (spin up / spin down): 0.2325 / 0.2825 Ha
2S+1: 3
<S²>: 2.013
ΔE to the lowest compared entry with this formula, charge and spin: 0.0 kcal per mole

CARTESIAN COORDINATES (ANGSTROEM)
Ti (-0.1521, 0.8144, 0.9526)
O (-3.3754, -0.6625, -0.5067)
S (-1.9294, -0.8098, -0.3709)
C (-1.3179, -1.0883, -2.0501)
C (-1.7123, -2.1479, -2.8419)
C (-1.3109, -2.1863, -4.1692)
C (-0.5673, -1.1424, -4.6964)
C (-0.1959, -0.0645, -3.9079)
C (-0.5594, -0.0364, -2.5660)
P (-0.3142, 1.3968, -1.4531)
C (-1.8926, 2.2324, -1.7700)
C (-2.7839, 2.3349, -0.7062)
C (-4.0559, 2.8348, -0.9236)
C (-4.4379, 3.2130, -2.2034)
C (-3.5431, 3.1259, -3.2600)
C (-2.2636, 2.6417, -3.0502)
C (0.9400, 2.4502, -2.2217)
C (0.8277, 3.8266, -2.0285)
C (1.8377, 4.6634, -2.4671)
C (2.9641, 4.1370, -3.0825)
C (3.0780, 2.7695, -3.2759)
C (2.0778, 1.9211, -2.8326)
C (-1.6576, -2.4481, 0.3386)
C (-2.6944, -3.3249, 0.5927)
C (-2.4221, -4.5251, 1.2351)
C (-1.1231, -4.8248, 1.6237)
C (-0.0866, -3.9354, 1.3792)
C (-0.3525, -2.7321, 0.7307)
P (0.8890, -1.4565, 0.3458)
C (1.7078, -2.1615, -1.1318)
C (1.1884, -3.2151, -1.8810)
C (1.7991, -3.5826, -3.0698)
C (2.9198, -2.9048, -3.5238)
C (3.4575, -1.8725, -2.7677)
C (2.8553, -1.5059, -1.5793)
C (2.0777, -1.7037, 1.7132)
C (3.2177, -2.4959, 1.6270)
C (4.0469, -2.6264, 2.7296)
C (3.7399, -1.9829, 3.9185)
C (2.5957, -1.2033, 4.0164)
C (1.7718, -1.0602, 2.9145)
H (-2.3520, -2.9170, -2.4367)
H (-1.6065, -3.0188, -4.7897)
H (-0.3134, -1.1425, -5.7442)
H (0.3527, 0.7588, -4.3397)
H (-2.4494, 1.9962, 0.2797)
H (-4.7567, 2.9176, -0.1069)
H (-5.4427, 3.5639, -2.3848)
H (-3.8500, 3.4323, -4.2499)
H (-1.5605, 2.5852, -3.8700)
H (-0.0531, 4.2396, -1.5497)
H (1.7469, 5.7277, -2.3269)
H (3.7618, 4.7841, -3.4117)
H (3.9505, 2.3685, -3.7704)
H (2.1745, 0.8496, -2.9602)
H (-3.6959, -3.0624, 0.2837)
H (-3.2236, -5.2222, 1.4352)
H (-0.9174, -5.7541, 2.1334)
H (0.9178, -4.1717, 1.7017)
H (0.3210, -3.7612, -1.5377)
H (1.3870, -4.3948, -3.6513)
H (3.3767, -3.1741, -4.4637)
H (4.3343, -1.3437, -3.1128)
H (3.2803, -0.7266, -0.9595)
H (3.4447, -3.0073, 0.7014)
H (4.9338, -3.2357, 2.6522)
H (4.3889, -2.0874, 4.7727)
H (2.3520, -0.7134, 4.9474)
H (0.8680, -0.4430, 2.9678)
N (3.8444, 2.0469, 1.1481)
C (2.9359, 1.5851, 0.2791)
N (1.7513, 1.5145, 0.8790)
C (2.0125, 1.9922, 2.1502)
N (3.2827, 2.3007, 2.3243)
C (0.8969, 2.2628, 3.0046)
C (0.9729, 2.5695, 4.3671)
N (-0.0920, 2.8861, 5.0680)
C (-1.2396, 3.0238, 4.3909)
C (-1.3479, 2.7344, 3.0459)
N (-0.3020, 2.2771, 2.3281)
H (4.8284, 2.2405, 1.0090)
H (3.1339, 1.3933, -0.7577)
H (1.9208, 2.5064, 4.8854)
H (-2.0844, 3.3529, 4.9781)
H (-2.2786, 2.8901, 2.5140)
C (-4.3940, 0.5784, 2.1675)
N (-3.6406, -0.3011, 3.0456)
C (-2.3258, -0.5264, 2.9837)
N (-1.8020, -1.3500, 3.9197)
O (-1.5794, -0.0103, 2.1146)
H (-5.4053, 0.6665, 2.5555)
H (-4.4234, 0.1920, 1.1453)
H (-3.9395, 1.5696, 2.1472)
H (-4.1692, -0.8029, 3.7423)
H (-2.3582, -1.7720, 4.6420)
H (-0.8116, -1.5296, 3.9325)

=====

The following is a quantum chemistry calculation of a molecular structure, C44H40ClF4N4O4Pt at a distorted geometry, from the Open Molecules 2025 dataset.

Calculated values
calculated total energy: -87036.572 eV
charge: +2
LUMO (spin up / spin down): -5.8 / -10.0 eV
HOMO-LUMO gap (spin up / spin down): 0.2467 / 0.0916 Ha
2S+1: 4
<S²>: 3.786

CARTESIAN COORDINATES (ANGSTROEM)
Pt (37.5908, -6.4707, -28.4812)
Cl (40.2877, -9.1345, -28.7919)
O (39.5363, -7.9505, -28.4671)
O (40.0011, -10.1210, -27.7758)
O (39.8840, -9.5675, -30.0895)
O (41.6809, -8.9450, -28.7959)
N (37.9203, -6.1617, -30.6575)
C (36.9596, -5.8934, -31.6272)
C (37.1226, -5.8608, -32.9802)
C (38.3277, -6.0482, -33.5019)
C (39.3613, -6.3724, -32.6797)
C (39.1618, -6.3043, -31.2943)
H (35.9271, -5.8530, -31.3130)
H (36.2468, -5.7399, -33.6005)
H (38.3999, -6.2261, -34.5647)
H (40.3568, -6.5686, -33.0497)
H (40.0331, -6.4252, -30.6678)
N (37.2459, -9.6486, -33.4869)
C (36.6068, -9.2456, -34.5904)
C (37.1153, -9.3888, -35.8740)
C (38.4336, -9.7406, -36.0463)
C (39.1538, -10.1996, -34.8506)
C (38.4723, -10.1553, -33.6391)
H (35.6581, -8.7828, -34.3618)
H (36.5251, -9.0799, -36.7242)
H (38.8865, -9.6586, -37.0234)
H (40.1458, -10.6236, -34.8997)
H (38.8722, -10.5596, -32.7209)
N (37.3633, -6.9843, -26.3564)
C (36.9552, -6.0603, -25.4441)
C (36.5375, -6.3466, -24.1402)
C (36.7295, -7.6371, -23.6659)
C (37.2131, -8.6121, -24.5717)
C (37.4680, -8.2657, -25.8622)
H (36.7020, -5.1082, -25.8866)
H (36.1762, -5.5572, -23.4977)
H (36.5408, -7.9117, -22.6386)
H (37.3408, -9.6174, -24.1983)
H (37.7986, -9.0104, -26.5711)
N (42.8648, -5.2878, -33.0582)
C (42.9953, -6.1789, -32.0292)
C (42.7745, -5.8238, -30.6430)
C (42.3690, -4.5613, -30.3157)
C (42.1810, -3.6795, -31.3877)
C (42.4910, -3.9833, -32.6570)
H (43.3984, -7.1279, -32.3507)
H (42.9121, -6.5730, -29.8773)
H (42.1215, -4.3344, -29.2892)
H (41.7479, -2.7337, -31.0978)
H (42.3874, -3.2294, -33.4234)
F (47.6065, -5.7415, -29.2527)
C (46.8864, -6.8767, -29.4935)
C (47.2937, -7.6880, -30.5528)
C (46.6399, -8.9058, -30.7955)
C (45.6243, -9.3069, -29.9589)
C (45.2633, -8.5462, -28.8352)
C (45.9131, -7.3237, -28.6040)
H (48.0573, -7.4146, -31.2659)
H (46.8150, -9.5476, -31.6463)
H (45.1106, -10.2532, -30.0421)
H (44.5306, -8.8678, -28.1098)
H (45.6439, -6.6706, -27.7871)
F (44.2892, -4.6090, -22.8563)
C (43.9598, -5.3917, -23.9166)
C (43.7815, -4.8403, -25.1723)
C (43.4972, -5.6329, -26.2644)
C (43.3531, -7.0047, -26.0513)
C (43.4870, -7.5677, -24.7389)
C (43.7624, -6.7563, -23.6691)
H (43.9414, -3.7784, -25.2863)
H (43.4174, -5.1144, -27.2085)
H (43.2011, -7.6641, -26.8930)
H (43.3609, -8.6241, -24.5530)
H (43.8715, -7.2026, -22.6917)
F (36.3381, -11.3086, -26.6485)
C (37.2179, -12.3714, -26.6547)
C (37.1364, -13.2477, -25.5580)
C (37.8126, -14.4507, -25.5807)
C (38.6977, -14.7729, -26.6433)
C (38.7162, -13.9345, -27.7642)
C (37.9998, -12.7457, -27.7472)
H (36.5145, -13.0174, -24.7055)
H (37.7413, -15.0715, -24.6998)
H (39.2495, -15.6991, -26.5798)
H (39.2839, -14.2576, -28.6243)
H (37.9933, -12.0414, -28.5659)
F (44.9151, -10.4917, -26.1310)
C (43.9734, -11.3579, -25.6579)
C (42.6877, -11.3633, -26.2310)
C (41.8052, -12.3642, -25.7747)
C (42.1268, -13.2408, -24.6864)
C (43.3995, -13.0936, -24.1149)
C (44.3181, -12.1614, -24.5841)
H (42.4024, -10.7157, -27.0469)
H (40.7935, -12.3727, -26.1526)
H (41.4277, -13.9471, -24.2635)
H (43.6866, -13.5982, -23.2042)
H (45.2991, -12.1030, -24.1360)